[1]
A molecular structure, C46H53FN4O5S2 at a distorted geometry, computed with ωB97M-V/def2-TZVPD.

```
111
Properties=species:S:1:pos:R:3:mulliken_charge:R:1
C -4.4853 2.8335 5.0708 -0.7304
O -3.0827 2.6005 5.2872 -0.4426
C -2.4054 1.7348 4.4802 0.7819
C -2.9306 1.1380 3.2995 -0.9627
C -2.0577 0.5231 2.4129 -0.9543
C -0.6695 0.4837 2.5991 1.3975
C 0.2435 0.0309 1.6025 -1.0138
N 1.6107 0.2112 1.7847 1.5460
C 2.2810 1.3239 2.3796 -0.0859
C 3.4749 1.0837 3.1033 0.4432
C 4.2282 -0.2577 3.0990 1.8266
C 4.1221 -0.9276 4.4527 -1.4698
C 5.6588 -0.0510 2.6386 -1.6297
C 3.9858 2.1463 3.8470 -0.4906
C 3.3749 3.4077 3.8110 -1.6775
C 2.3121 3.6477 2.9464 -0.2888
C 1.7970 2.6183 2.1564 0.0484
C 0.8233 2.9713 1.0120 1.9454
C 1.5719 3.7599 -0.0516 -1.5282
C -0.3907 3.7374 1.5111 -1.7113
N 2.2980 -0.5695 0.9111 -1.7446
N 1.3981 -1.1781 0.1118 2.2242
C 1.8519 -2.1936 -0.8092 0.4689
C 2.7192 -3.2070 -0.3167 -0.1197
C 3.0961 -3.3419 1.1478 1.8858
C 4.4107 -4.0740 1.3889 -1.9326
C 1.9364 -3.9117 1.9439 -1.3210
C 3.2682 -4.0624 -1.2832 -0.6702
C 2.9036 -4.0088 -2.6287 -1.3575
C 2.0677 -2.9910 -3.0835 -0.6202
C 1.6270 -1.9895 -2.1987 -0.0437
C 1.1740 -0.6500 -2.7530 2.0007
C 0.0460 -0.7763 -3.7778 -1.1673
C 2.3600 0.1094 -3.3162 -1.7631
C 0.1242 -0.7404 0.4400 0.1656
C -1.0135 -1.0863 -0.2577 -0.0587
C -0.2167 0.8898 3.9085 -0.2538
C -1.0363 1.5099 4.8127 -0.7907
H -4.6861 3.6529 5.7631 0.2574
H -4.6863 3.1153 4.0300 0.2748
H -5.0475 1.9238 5.3192 0.3362
H -4.0235 1.2134 3.1092 0.6319
H -2.4629 0.0682 1.5322 0.8991
H 3.7335 -0.8896 2.3508 -1.0214
H 3.0773 -1.0861 4.7222 0.3759
H 4.6252 -1.8980 4.4301 0.4008
H 4.5778 -0.3070 5.2305 0.3488
H 5.6637 0.4199 1.6541 0.4170
H 6.2112 0.5875 3.3306 0.3463
H 6.1733 -1.0070 2.5513 0.4314
H 4.8653 1.9560 4.4639 0.4050
H 3.7634 4.2070 4.4385 0.3887
H 1.8775 4.6463 2.8371 0.4850
H 0.4665 2.0344 0.5584 -0.6031
H 2.4254 3.1862 -0.4219 0.4156
H 0.9072 3.9652 -0.8894 0.4617
H 1.9307 4.7053 0.3586 0.2986
H -0.7742 3.3062 2.4393 0.3110
H -0.1429 4.7931 1.6861 0.4785
H -1.1730 3.6786 0.7512 0.2792
H 3.2589 -2.3096 1.4645 -0.3938
H 5.2130 -3.6370 0.7788 0.4774
H 4.6982 -3.9607 2.4390 0.3240
H 4.3008 -5.1445 1.1745 0.4910
H 1.0197 -3.3473 1.7528 0.2634
H 1.7850 -4.9603 1.6655 0.3748
H 2.1612 -3.8549 3.0087 0.3626
H 3.9929 -4.8018 -0.9510 0.3505
H 3.3209 -4.7587 -3.3326 0.3573
H 1.8075 -2.9176 -4.1510 0.3841
H 0.7615 -0.0657 -1.9243 -0.7498
H -0.8894 -0.9554 -3.2410 0.0178
H -0.0417 0.1676 -4.3079 0.5286
H 0.2290 -1.5708 -4.4904 0.1699
H 3.1357 0.2247 -2.5572 0.3991
H 2.7685 -0.4289 -4.1699 0.3514
H 2.0496 1.1037 -3.6408 0.4632
H -0.9328 -1.9502 -0.9223 0.4834
H -1.8401 -0.3879 -0.1183 -0.2727
H 0.8461 0.7185 4.1705 0.2232
H -0.6429 1.8794 5.7717 0.4530
C -1.5608 -2.8438 -7.1661 -0.3342
C -2.5320 -1.8472 -7.3455 -0.7053
C -3.4278 -1.5479 -6.3053 -0.3758
C -3.3929 -2.1947 -5.0695 -0.0226
S -4.7755 -1.9224 -3.8893 1.1804
N -4.5500 -0.4615 -3.2769 -0.1875
F -1.9015 -0.5694 -1.7913 -0.6779
S -5.5593 0.1779 -2.2258 1.2103
C -4.7880 1.6808 -1.4886 -0.3647
C -4.2212 1.7001 -0.1977 -0.0195
C -3.7613 2.8859 0.4049 -0.3452
C -3.9218 4.1105 -0.2696 -0.7288
C -4.5535 4.1215 -1.5178 -0.6041
C -4.9973 2.9191 -2.0892 -0.4564
O -6.6780 0.7448 -2.8765 -0.7269
O -5.7071 -0.6395 -1.0317 -0.7221
O -5.9408 -1.9526 -4.6945 -0.6627
O -4.4777 -2.9940 -2.9403 -0.7200
C -2.4293 -3.2224 -4.9314 -0.0440
C -1.5135 -3.5439 -5.9493 -0.6449
H -0.8397 -3.0670 -7.9651 0.3567
H -2.6140 -1.3423 -8.3215 0.3548
H -4.1810 -0.7939 -6.4696 0.4270
H -4.1468 0.7699 0.3466 0.6041
H -3.3268 2.8670 1.4190 0.5997
H -3.5551 5.0381 0.1830 0.4069
H -4.7406 5.0815 -2.0151 0.3410
H -5.5029 2.9488 -3.0376 0.4615
H -2.3918 -3.7903 -4.0110 0.4160
H -0.7922 -4.3715 -5.8241 0.4017
```

Properties
HOMO level   -7.125 eV

[2]
A molecular structure, C35H43ClN2Si2Sn at a distorted geometry, computed with ωB97M-V/def2-TZVPD.

```
84
Properties=species:S:1:pos:R:3:mulliken_charge:R:1
C 3.5354 -2.8357 3.0481 -0.5210
C 3.9137 -1.5909 2.4643 -0.6454
C 2.9856 -0.5968 2.8946 -1.0586
H 4.8174 -1.4075 1.8804 0.6180
C 2.0346 -1.2253 3.7517 -0.2793
C 2.3631 -2.6131 3.8351 -0.9179
H 1.8731 -3.3509 4.4723 0.5544
H 4.0987 -3.7694 2.9924 0.5160
H 3.0370 0.4707 2.6762 0.7758
H 1.2367 -0.7192 4.2922 0.5160
Sn 1.2123 -2.3215 1.0680 0.9225
Si -2.6183 2.0436 -1.2264 0.8677
C -2.3053 2.9100 -2.8223 0.2708
C -3.3029 2.9073 -3.8106 -0.6305
H -4.1874 2.2751 -3.6893 0.3460
C -3.1644 3.7243 -4.9382 -0.5423
H -3.9592 3.7551 -5.6880 0.3756
C -1.9976 4.4777 -5.1213 -0.5133
H -1.8784 5.0984 -6.0118 0.3595
C -0.9624 4.4032 -4.1797 -0.6540
H -0.0118 4.9107 -4.3619 0.3985
C -1.1325 3.6611 -3.0091 0.0247
H -0.3461 3.6569 -2.2507 0.4964
C -3.9374 2.9589 -0.3253 0.4375
C -3.9528 4.3594 -0.4462 -0.4498
H -3.3369 4.8494 -1.2034 0.2955
C -4.7596 5.1284 0.3985 -0.6004
H -4.6811 6.2181 0.3778 0.3662
C -5.6602 4.4971 1.2649 -0.4305
H -6.2772 5.0984 1.9372 0.3624
C -5.7695 3.0985 1.2561 -0.4847
H -6.5152 2.6178 1.8945 0.3619
C -4.9254 2.3266 0.4482 -0.4718
H -5.0294 1.2420 0.4018 0.3443
H -1.3865 2.2886 -0.4692 -0.0931
Si -0.1413 -0.2038 -0.0392 -1.0664
C -0.6468 0.7775 1.4580 1.2618
C -0.1922 2.1019 1.6665 0.0021
H 0.1877 2.6997 0.8328 0.2634
C -0.2331 2.6595 2.9463 -0.8435
H 0.1404 3.6737 3.1040 0.4112
C -0.7338 1.9088 4.0154 -0.4707
H -0.6761 2.3009 5.0312 0.3716
C -1.3344 0.6638 3.7815 -0.7114
H -1.8109 0.1227 4.6017 0.4007
C -1.3239 0.1103 2.5007 -0.7550
H -1.8010 -0.8574 2.3126 0.3692
C 1.1275 0.7339 -1.0035 1.3359
C 2.3290 1.1485 -0.3827 0.0583
H 2.5386 0.8966 0.6633 -0.0367
C 3.2722 1.8773 -1.1077 -0.5607
H 4.2262 2.1418 -0.6432 0.4047
C 2.9936 2.2584 -2.4256 -0.6526
H 3.7227 2.8416 -2.9887 0.3831
C 1.7875 1.8886 -3.0290 -0.7888
H 1.5558 2.2254 -4.0412 0.4811
C 0.8798 1.0791 -2.3452 -0.5319
H -0.0348 0.7296 -2.8331 0.4807
H -2.9407 0.6001 -1.3425 -0.2733
Cl -1.3833 -1.4966 -1.1296 -0.5251
C 2.4877 -2.2769 -1.9633 -1.2153
N 2.5033 -3.1635 -0.7788 0.6227
C 3.9097 -3.3850 -0.3713 -1.1816
C 1.8722 -4.4740 -1.1086 -0.9844
C 1.6261 -5.3056 0.1447 -0.8363
N 0.6532 -4.6322 1.0460 0.3410
C -0.7161 -4.7695 0.4913 -1.0771
C 0.6872 -5.2331 2.3930 -1.2093
H 2.9211 -1.2969 -1.7150 0.2662
H 3.0866 -2.7428 -2.7681 0.4260
H 1.4566 -2.1320 -2.3129 0.3448
H 4.4349 -3.9345 -1.1754 0.3632
H 4.4101 -2.4218 -0.2096 0.2559
H 3.9646 -3.9734 0.5521 0.2690
H 0.9464 -4.3016 -1.6740 0.4002
H 2.5735 -5.0229 -1.7615 0.4480
H 1.2107 -6.2794 -0.1715 0.3815
H 2.5577 -5.5125 0.6883 0.4377
H -0.9536 -5.8455 0.3831 0.3613
H -1.4259 -4.2951 1.1810 0.3056
H -0.7910 -4.2772 -0.4854 0.2901
H 1.6994 -5.2072 2.8143 0.3592
H 0.0231 -4.6657 3.0528 0.3337
H 0.3433 -6.2805 2.3453 0.3731
```

Properties
Relative energy (zero: lowest compared OMol25 entry of this formula, charge and spin)   76.3 kJ/mol
HOMO level   -5.218 eV

[3]
A single C20H23N3O3 molecule, computed with ωB97M-V/def2-TZVPD.

```
49
Properties=species:S:1:pos:R:3:nbo_charge:R:1
C -5.7087 -2.9507 -0.4359 -0.6204
C -5.4945 -1.4890 -0.1844 -0.0751
C -6.5804 -0.6635 0.1214 -0.1393
C -6.4157 0.6870 0.3168 -0.2741
C -5.1494 1.2715 0.2226 0.3693
O -5.0464 2.5928 0.3862 -0.6620
C -4.0318 0.4437 -0.0243 -0.2090
C -2.6976 1.0422 -0.0565 0.5570
O -2.5267 2.2583 -0.1555 -0.5982
C -1.5206 0.1534 0.0630 -0.2236
C -1.4608 -0.9097 0.9605 0.0859
N -0.3920 -1.6674 1.1223 -0.4578
C 0.6793 -1.4094 0.3833 0.4063
C 0.7424 -0.3555 -0.5428 -0.1163
C -0.3689 0.4433 -0.6793 -0.0958
C 2.0000 -0.2021 -1.3441 -0.2119
N 3.1465 -0.7418 -0.6408 -0.4543
C 4.4731 -0.3118 -1.0527 -0.2127
C 5.2996 0.2897 0.0876 -0.4052
C 4.7985 1.6049 0.7020 -0.2136
C 3.5156 1.4324 1.5136 -0.6044
C 4.6343 2.7102 -0.3396 -0.6069
C 3.0664 -1.8332 0.1568 0.7955
O 4.0243 -2.4570 0.5583 -0.6365
N 1.7773 -2.2054 0.5414 -0.6195
C -4.2390 -0.9239 -0.2507 -0.1619
H -6.2107 -3.4122 0.4130 0.2178
H -4.7627 -3.4597 -0.6001 0.2150
H -6.3382 -3.0957 -1.3132 0.2176
H -7.5684 -1.0953 0.1876 0.2118
H -7.2548 1.3303 0.5294 0.2274
H -4.1069 2.8484 0.2234 0.5141
H -2.2953 -1.1459 1.6066 0.2085
H -0.3778 1.2787 -1.3645 0.2312
H 2.1797 0.8564 -1.5554 0.2155
H 1.8764 -0.7168 -2.3142 0.1968
H 4.3618 0.4026 -1.8679 0.1998
H 5.0186 -1.1851 -1.4284 0.2186
H 5.3782 -0.4611 0.8744 0.2321
H 6.3035 0.4580 -0.3094 0.2070
H 5.5838 1.9227 1.3989 0.2006
H 2.6563 1.2584 0.8730 0.1950
H 3.6088 0.5937 2.1997 0.2112
H 3.3203 2.3304 2.0964 0.2091
H 3.7944 2.5092 -1.0004 0.1877
H 4.4479 3.6620 0.1523 0.2139
H 5.5346 2.8074 -0.9425 0.2070
H 1.7189 -2.9514 1.2214 0.4306
H -3.3931 -1.5438 -0.5094 0.2166
```

Properties
Relative energy (zero: lowest compared OMol25 entry of this formula, charge and spin)   6.8 kJ/mol
HOMO level   -8.562 eV
SMILES string   Cc1ccc(O)c(C(=O)c2cnc3c(c2)CN(CCC(C)C)C(=O)N3)c1

[4]
3 unconnected molecules or ions with the total composition C15H27BCl2F9O5PS, computed with ωB97M-V/def2-TZVPD.

```
61
Properties=species:S:1:pos:R:3:nbo_charge:R:1
C -2.1289 2.7918 -4.7434 -0.6243
C -1.3497 1.8393 -3.8582 -0.1866
Cl -1.4837 2.3687 -2.1500 -0.0484
C 0.1085 1.6539 -4.2918 -0.5920
Cl 1.1676 3.0503 -3.9071 -0.0113
B 0.8823 0.4107 -3.6961 0.6710
C 1.0796 0.0182 -2.2087 -0.8587
C 2.4892 0.5134 -1.7503 -0.4461
C 2.3758 1.2286 -0.4328 0.6501
F 1.9521 0.3859 0.5316 -0.3240
F 1.4510 2.2211 -0.5117 -0.3239
C 3.6388 1.9790 0.0984 0.4736
F 3.9397 2.9468 -0.7774 -0.3035
F 3.3357 2.5421 1.2694 -0.2952
S 5.2420 0.9733 0.3491 2.3621
F 6.0653 2.3220 0.3990 -0.4543
F 5.1072 0.9871 1.9213 -0.4514
F 4.4606 -0.4180 0.3191 -0.4673
F 5.4036 0.9028 -1.2378 -0.4646
F 6.5915 0.1795 0.4886 -0.4400
P 1.8524 -0.7513 -4.9279 1.2066
O 2.8470 -1.6564 -4.2902 -1.0851
H -3.2005 2.6683 -4.5894 0.2281
H -1.8617 3.8243 -4.5139 0.2306
H -1.8970 2.6063 -5.7952 0.2121
H -1.8134 0.8482 -3.8567 0.2254
H 0.0942 1.6264 -5.3862 0.2305
H 1.1045 -1.0732 -2.1376 0.2680
H 0.2926 0.3822 -1.5495 0.2716
H 2.9696 1.1981 -2.4537 0.2355
H 3.1438 -0.3478 -1.6417 0.2641
H 0.8506 -1.3826 -5.7055 -0.0757
H 2.3760 0.1341 -5.9008 -0.0789
C 1.3007 -3.0263 2.6149 -0.6385
C -0.0222 -2.2921 2.6095 -0.0730
O -0.4299 -1.8838 1.2969 -0.5078
C -1.0532 -2.7040 0.4269 0.8014
C -1.2131 -4.1686 0.7590 -0.7455
O -1.4304 -2.2440 -0.6181 -0.5862
H 1.2449 -3.9686 2.0692 0.2058
H 1.5976 -3.2431 3.6412 0.2246
H 2.0716 -2.4092 2.1527 0.2244
H -0.8137 -2.8696 3.0902 0.1772
H 0.0658 -1.3566 3.1582 0.2039
H -0.3981 -4.7101 0.2775 0.2478
H -2.1477 -4.5087 0.3211 0.2477
H -1.2020 -4.3998 1.8196 0.2210
C -5.4330 0.1841 3.0399 -0.6379
C -4.9571 1.0614 4.1779 -0.0695
O -4.1422 0.3423 5.1125 -0.5050
C -2.8241 0.1261 4.9144 0.7958
C -2.1843 0.5177 3.6043 -0.7462
O -2.2002 -0.4267 5.7793 -0.5762
H -4.6020 -0.1777 2.4340 0.2101
H -6.1043 0.7477 2.3910 0.2199
H -5.9727 -0.6778 3.4320 0.2195
H -4.4349 1.9486 3.8186 0.1752
H -5.8009 1.4039 4.7746 0.1985
H -2.1497 -0.3718 2.9741 0.2459
H -1.1633 0.8277 3.8118 0.2477
H -2.6877 1.3059 3.0534 0.2216
```

Properties
HOMO level   -9.904 eV
SMILES string   C[C@H](Cl)[C@@H](Cl)B(CCC(F)(F)C(F)(F)S(F)(F)(F)(F)F)[PH2]=O.CCOC(C)=O.CCOC(C)=O

Among the records above, which one has the highest HOMO level?
C35H43ClN2Si2Sn